Record 1
119
Properties=species:S:1:pos:R:3:forces:R:3 method="wB97M-V/def2-TZVPD" lumo_ev=3.40 multiplicity=1 gap_ha=0.213 homo_ev=-2.39 total_charge=-2
Sr 1.631822 0.185369 0.288557 -0.8225 -0.2491 -0.4298
Se -3.277927 -0.676492 -1.756586 -0.2723 0.1514 -0.0696
Cl -1.736497 0.813859 1.656262 0.0862 -0.0004 0.0251
Cl -4.039544 1.458041 3.687167 0.0006 0.0176 0.0543
Cl -5.526907 -3.732698 3.554535 -0.0001 0.0015 -0.0002
Cl -5.982465 -0.819619 4.610371 -0.0147 0.0018 0.0143
Cl -3.136364 -4.356669 1.628617 -0.0311 0.0129 0.0016
S -1.002939 3.669788 -0.751404 0.0296 -0.0484 0.0524
S 2.997099 3.087077 3.671184 0.0251 0.0370 0.0294
S 4.919674 0.886766 2.084566 0.0501 -0.0892 0.0709
P 1.373281 -2.523080 2.154039 0.0940 0.1042 -0.0592
Si 3.202559 2.646201 -1.851115 0.0301 -0.1156 0.0746
F -1.773506 -1.801399 -4.242281 0.0153 0.0034 -0.0284
F -5.678263 0.690840 -3.227802 -0.0083 0.0069 0.0021
F -2.371924 -1.644303 -6.841225 0.0029 -0.0035 0.0039
F -6.249580 0.821545 -5.830649 -0.0066 0.0035 -0.0046
F -4.610434 -0.337048 -7.674450 -0.0006 -0.0011 -0.0011
O 5.378371 -0.016578 1.062570 0.0003 0.0281 -0.0156
O 5.381420 2.255425 2.089113 0.0073 0.0185 0.0199
O -1.488284 -1.995940 1.027793 -0.0262 0.0310 0.0409
O 1.366529 -1.376632 -1.775514 0.0910 0.1111 0.0723
N 3.323280 0.795660 2.087119 0.3619 0.1423 0.2603
N -2.900886 3.999868 1.108351 -0.0256 0.0340 -0.0480
N 6.607067 -1.552205 7.267114 -0.0134 0.0039 0.0019
N 1.245679 1.728999 2.383526 0.1632 0.1376 0.1117
N 2.655939 1.018971 -1.797469 0.0736 -0.0314 -0.0543
N -3.388526 2.535391 -0.564913 -0.1064 -0.0276 -0.0895
C -3.834129 -0.152299 3.067142 0.0021 -0.0349 0.0056
C -1.083715 -4.075230 -1.595650 0.0513 0.0460 0.0015
C 6.178146 -1.734807 4.884744 0.0065 0.0027 -0.0080
C 5.555896 0.963547 4.773564 -0.0177 0.0045 0.0165
C -0.663115 -2.278927 4.091238 0.0332 -0.0180 0.0161
C 5.808540 -1.157280 3.683069 0.0131 -0.0045 -0.0026
C -4.313614 -0.408531 -6.362307 -0.0011 0.0025 -0.0094
C -2.111938 4.967338 1.834803 -0.0064 -0.0016 0.0016
C 2.680278 3.504744 -0.262123 -0.0124 0.0403 -0.0140
C -2.809886 -0.421502 2.186463 0.0494 -0.0441 0.0202
C -0.543061 -2.798886 -1.708138 0.1783 -0.0793 0.0505
C 3.582907 -0.378440 -5.138757 -0.0034 -0.0025 -0.0109
C -4.826178 0.092177 -4.079100 0.0496 0.0079 -0.0250
C 0.605483 -1.876622 3.680566 -0.0408 -0.0077 0.0055
C 2.094714 -1.877358 -4.035153 -0.0659 0.0115 -0.0150
C 0.826951 -2.658180 -1.697312 0.0113 -0.1879 0.0121
C 2.848572 -1.550140 -5.159673 0.0012 0.0138 0.0103
C 1.675478 -3.753640 -1.580453 0.0096 0.0555 -0.0050
C 2.082894 -1.045233 -2.937172 0.0431 -0.0195 0.0461
C 0.558397 -4.131168 1.908448 -0.0100 -0.0057 -0.0066
C 3.542837 0.461326 -4.035807 -0.0433 0.0981 -0.0132
C 2.767465 0.197433 -2.884592 0.0787 -0.0851 -0.0728
C 1.125289 -5.020873 -1.496430 -0.0114 -0.0453 0.0032
C 5.921350 0.387326 5.977811 0.0042 -0.0049 0.0014
C 2.427012 3.612441 -3.271429 -0.0195 0.0585 0.0334
C -3.177953 -1.068632 -5.932270 0.0114 -0.0087 -0.0097
C -4.692707 -1.163425 3.505882 0.0230 0.0260 -0.0197
C 1.248969 -0.860790 4.389669 -0.0074 0.0096 -0.0009
C -2.884230 -1.136850 -4.582906 -0.1136 0.0304 -0.0264
C -0.650668 -0.634952 5.847182 -0.0119 -0.0051 0.0028
C -2.498289 -1.742369 1.718793 -0.0242 0.0176 -0.0566
C -3.692123 -0.562720 -3.598249 -0.0306 0.0240 0.0126
C -3.430524 -2.737147 2.168596 -0.0319 -0.0115 -0.0084
C -0.258274 -5.183550 -1.501758 0.0106 -0.0039 0.0015
C -1.290998 -1.657652 5.162845 0.0082 -0.0075 0.0014
C 0.582776 2.752165 3.009154 -0.0519 -0.0219 0.0323
C 5.468524 0.186927 3.625988 -0.0143 0.0040 -0.0396
C 5.086158 2.833350 -1.902413 -0.0150 0.0299 -0.0337
C 2.536842 1.757140 2.642487 -0.0443 0.0214 -0.0565
C -4.474614 -2.456659 3.030787 0.0137 -0.0145 -0.0181
C 6.216112 -0.972985 6.050797 0.0022 -0.0023 -0.0041
C -5.140210 0.175254 -5.422608 -0.0109 0.0023 0.0105
C -4.660050 2.187677 0.031499 0.0149 -0.0269 0.0279
C -2.505140 3.383725 -0.032909 -0.0592 0.0210 -0.0646
C 0.627490 -0.246236 5.465177 0.0078 0.0068 0.0001
C 3.002408 -3.063404 2.811084 -0.0182 -0.0370 0.0454
C 1.342210 3.575810 3.759777 -0.0171 -0.0357 -0.0132
H 5.350255 2.022924 4.721069 -0.0072 0.0073 -0.0065
H 1.502866 -2.782259 -4.025003 0.0079 0.0020 -0.0093
H 5.786761 -1.741148 2.773131 0.0009 -0.0008 0.0021
H 2.900065 -3.692630 3.698276 -0.0019 -0.0127 -0.0058
H -2.160846 -4.178775 -1.575351 -0.0197 0.0105 -0.0059
H 0.466972 -4.683478 2.846916 0.0078 0.0102 0.0095
H 2.491171 3.092989 -4.228461 0.0165 -0.0134 0.0058
H 2.748371 4.585958 -0.421251 0.0160 0.0028 0.0150
H 6.418167 -2.541433 7.318716 0.0046 -0.0037 -0.0022
H 6.436211 -2.787249 4.921550 -0.0002 0.0002 0.0067
H -5.325762 3.055698 0.076247 -0.0002 -0.0011 -0.0004
H -3.062844 1.896008 -1.287660 0.1149 0.0477 0.1008
H 1.639662 3.315448 0.018470 0.0180 0.0002 0.0085
H 3.595767 -2.186677 3.060027 -0.0118 -0.0083 0.0248
H -0.484294 2.837247 2.875611 -0.0077 0.0012 -0.0040
H -3.728403 3.646102 1.557808 0.0170 -0.0128 0.0041
H -1.150014 -0.133983 6.667667 -0.0024 -0.0003 0.0011
H -4.542675 1.769793 1.037113 -0.0165 0.0219 -0.0568
H 6.235316 -1.076728 8.074964 0.0049 0.0011 0.0023
H 5.563447 2.149097 -2.606038 -0.0009 0.0072 -0.0057
H 2.897767 4.594480 -3.379691 -0.0061 0.0042 -0.0037
H 2.232726 -0.525951 4.079622 0.0019 -0.0045 0.0051
H -5.106615 1.417008 -0.592028 -0.0016 -0.0004 -0.0081
H -0.421343 -3.962407 1.463828 0.0351 -0.0181 0.0038
H 2.747778 -3.598088 -1.586079 0.0062 -0.0120 0.0044
H 1.774972 -5.884741 -1.415729 0.0070 0.0002 0.0019
H 5.372311 3.854301 -2.175200 0.0038 0.0061 0.0195
H 2.848024 -2.203370 -6.022310 0.0000 0.0009 -0.0030
H 4.123327 1.373995 -4.064994 0.0044 0.0003 0.0141
H 4.192023 -0.098534 -5.991307 0.0023 -0.0061 -0.0040
H -2.396616 5.992975 1.582869 0.0059 -0.0013 -0.0038
H -0.686154 -6.175340 -1.418164 0.0005 -0.0099 -0.0034
H 5.494982 2.622723 -0.910668 -0.0034 -0.0229 -0.0016
H 1.030031 4.441288 4.318954 0.0272 0.0066 0.0074
H 1.161550 -4.705170 1.205771 0.0055 -0.0080 -0.0194
H 1.367407 3.769316 -3.050700 -0.0040 -0.0108 -0.0131
H -1.181535 -3.062021 3.553741 0.0214 0.0062 0.0253
H -1.061371 4.835160 1.584737 0.0079 -0.0042 0.0072
H -2.255734 4.814521 2.906104 -0.0027 -0.0021 -0.0043
H 1.133305 0.558487 5.986184 0.0030 0.0001 -0.0018
H 3.338879 3.266164 0.576167 0.0105 -0.0189 -0.0162
H 3.529377 -3.617119 2.030963 0.0032 0.0193 -0.0121
H -2.293636 -1.960976 5.441309 -0.0014 0.0013 0.0021
H 5.982766 0.996408 6.872747 -0.0019 0.0035 -0.0013
H -1.190458 -1.932769 -1.796274 0.0910 -0.0874 0.0612

=====

Record 2
107
Properties=species:S:1:pos:R:3:forces:R:3 method="wB97M-V/def2-TZVPD" lumo_ev=-0.07 multiplicity=1 gap_ha=0.235 homo_ev=-6.46 total_charge=0
Cs -0.873809 -0.468558 0.324013 0.6078 0.8778 -0.4208
Se 3.000311 -0.225534 -2.162404 -0.1032 0.1256 0.1476
As -1.224659 -2.146944 -2.697087 -0.0406 -0.1423 -0.6782
Cl -0.890994 2.435357 1.937020 -0.0716 0.3446 0.0914
Cl -1.648042 4.218289 -3.181198 -0.2340 -0.0892 0.3589
S 5.640022 0.348661 4.833843 0.1808 -0.0549 -0.0286
S -0.232398 2.084759 -1.188299 -0.1087 1.1242 -0.2868
O -1.458175 -2.438261 1.710603 -0.5020 -1.9416 1.2935
N -2.120042 -3.372266 3.649026 -0.0684 -0.0018 0.0884
N 1.932836 -0.202060 2.229532 -0.1222 -0.1334 0.0167
N -1.818949 -4.707283 1.747033 -0.0241 -0.0902 -0.0384
N 3.522649 1.533055 8.714400 0.0854 -0.0541 -0.1452
N 1.558909 1.334444 -4.038626 -0.0779 -0.1062 -0.0322
N 2.528684 2.598175 -2.571835 0.2048 0.0531 0.0001
C 2.604246 0.947575 2.239152 -0.1045 -0.0665 -0.1068
C 3.741789 1.153920 3.005794 0.0367 0.0080 0.0042
C 3.523384 -1.094284 3.779418 0.0448 -0.0105 -0.0055
C -2.158153 1.086139 -5.215789 -0.0485 0.0207 0.0343
C -1.911535 4.289075 -1.459905 -0.1706 0.0348 0.0737
C 1.274716 -3.554811 -2.733272 0.0688 -0.0021 -0.0103
C 1.226979 2.635006 -4.386294 0.0875 -0.2535 -0.0609
C 0.494562 3.165652 -5.431106 0.0181 0.1074 -0.1227
C -2.104476 -4.509015 4.557203 0.1160 0.1020 0.0109
C -2.138088 -2.032682 4.230137 -0.0545 -0.0849 0.0115
C 2.091991 -2.806140 -5.268464 0.0014 0.0166 0.0296
C -2.483768 -1.670667 -5.327275 -0.0133 0.1267 0.0046
C 3.693684 0.253362 8.379349 -0.0200 0.1414 0.0585
C -1.295922 3.340325 -0.613519 0.2330 -0.0702 -0.1172
C -1.190586 -4.781722 0.430049 -0.0349 -0.0191 0.0487
C -2.282549 -3.770999 -2.986544 -0.0492 0.0704 -0.0194
C 4.667605 2.138691 6.694738 0.0148 0.0108 -0.0090
C -2.728422 5.307326 -0.994804 0.0179 -0.0490 -0.0064
C 4.825339 0.803910 6.354887 -0.1099 0.0189 -0.0408
C -3.556302 -3.787199 -2.419680 -0.0156 -0.0455 -0.0203
C -2.972963 5.444402 0.363749 0.0114 0.0301 -0.0751
C 2.332775 1.304422 -2.924096 -0.0269 0.2068 -0.2212
C 2.896730 -3.636226 -4.503044 -0.0300 0.0321 0.0219
C 4.203125 0.116607 3.801048 -0.1113 0.0325 0.0642
C 1.000558 5.363687 -4.529260 0.1494 -0.0774 -0.0468
C -3.959200 -5.981846 -3.311612 0.0519 0.0189 0.0200
C 1.737896 4.820407 -3.484360 -0.0227 0.1284 -0.0889
C -1.754017 0.296685 -4.142240 0.0025 -0.0300 -0.0350
C 2.485962 -4.011105 -3.230701 -0.0358 0.0141 -0.0150
C 2.394817 -1.200956 2.982048 0.0294 0.1774 -0.0588
C -2.717903 0.501042 -6.342339 0.0001 -0.0574 0.0442
C -2.394784 4.546532 1.243560 0.0515 -0.0742 0.0304
C -1.909551 -1.088333 -4.197250 0.0052 0.0079 0.0245
C -3.073711 -5.459230 1.823682 0.0605 -0.0217 0.0018
C 0.392407 4.550315 -5.488454 0.1731 -0.0209 -0.0384
C -2.885509 -0.878862 -6.394471 0.0320 0.0329 0.0419
C 0.457728 -2.728438 -3.498096 -0.0720 -0.0822 -0.0145
C -4.393856 -4.881242 -2.582691 0.0318 -0.0008 -0.0335
C 0.874020 -2.356299 -4.770705 0.0591 -0.0424 0.0141
C -1.789528 -3.456876 2.338966 0.0484 0.2043 -0.0658
C -1.854833 -4.874605 -3.716645 -0.0339 -0.0569 0.0372
C 4.011463 2.448345 7.878065 -0.0446 -0.0914 0.0954
C 4.336040 -0.161077 7.222886 0.0212 -0.0287 0.0002
C 1.846179 3.442939 -3.442250 0.1493 -0.0978 0.2047
C 3.227415 3.046165 -1.387084 -0.0841 -0.0623 -0.0959
C -2.690128 -5.976751 -3.874703 -0.0071 0.0454 0.0286
C -1.590262 3.534209 0.750978 0.0267 -0.0714 0.0208
H 5.045960 2.920420 6.049520 -0.0241 -0.0089 0.0101
H -1.544921 -5.329607 4.114813 -0.0120 -0.0067 -0.0212
H -5.385040 -4.873425 -2.146331 0.0076 -0.0069 0.0030
H 2.497823 3.386618 -0.649811 -0.0086 0.0111 0.0023
H -3.329295 -1.341658 -7.267091 -0.0014 0.0087 -0.0056
H 3.785817 2.201549 -0.990362 0.0017 0.0027 0.0068
H -2.347495 -6.829700 -4.447482 -0.0053 0.0025 0.0100
H 3.911148 3.853844 -1.650331 -0.0117 -0.0097 0.0135
H 0.013065 2.529962 -6.163835 0.0919 0.0511 0.0146
H -2.980773 -6.330527 1.178776 0.0002 -0.0180 0.0145
H 3.115323 -4.648145 -2.622089 -0.0048 0.0015 -0.0013
H -1.155258 -1.561247 4.178653 0.0302 -0.0181 0.0190
H 1.224080 0.484334 -4.461685 0.0250 0.0223 -0.0182
H -0.321446 -4.131347 0.401228 0.0262 -0.0052 0.0284
H -1.871491 -4.487029 -0.370909 -0.0259 0.0488 -0.0362
H 3.846812 -3.981013 -4.890078 -0.0016 0.0107 0.0005
H -2.619382 -2.742612 -5.383272 0.0119 -0.0532 0.0243
H 4.256778 2.105082 2.984726 -0.0191 -0.0115 0.0099
H 0.969994 -3.840079 -1.732023 -0.0073 -0.0036 0.0250
H -2.038883 2.162846 -5.154415 -0.0677 -0.1330 0.0329
H 3.870383 -1.935670 4.364504 -0.0120 0.0210 0.0051
H 2.193924 5.447575 -2.729782 0.0035 -0.0046 -0.0222
H -2.844906 -1.391105 3.707584 -0.0118 -0.0109 -0.0372
H 2.207517 1.733795 1.604368 -0.0038 -0.0196 0.0064
H -0.174734 5.006741 -6.289139 -0.0064 0.0060 0.0058
H -3.922025 -4.864520 1.469875 0.0008 0.0046 -0.0382
H -2.445375 -2.114513 5.270104 -0.0155 0.0120 -0.0150
H 1.837811 -2.131772 2.943187 -0.0098 0.0105 -0.0018
H 0.890242 6.437929 -4.597243 -0.0210 -0.0133 0.0101
H 2.414155 -2.500229 -6.256173 -0.0102 -0.0101 0.0030
H -3.600467 6.245183 0.731253 -0.0080 -0.0172 -0.0123
H -1.318234 0.780905 -3.269900 -0.0344 -0.0139 0.0001
H -3.108317 -4.852873 4.812749 -0.0325 0.0163 0.0036
H 4.458462 -1.214022 7.005778 -0.0151 0.0189 0.0004
H -3.033025 1.118605 -7.174212 -0.0105 -0.0088 -0.0046
H -2.559964 4.624805 2.309683 0.0064 -0.0128 -0.0092
H -0.869229 -4.881131 -4.166459 0.0010 0.0184 0.0055
H -4.607021 -6.839992 -3.437718 0.0022 0.0062 -0.0112
H -3.170652 5.991188 -1.707232 0.0230 -0.0069 0.0053
H -1.602087 -4.214090 5.478434 0.0081 -0.0134 0.0000
H -0.869833 -5.809114 0.255960 -0.0286 0.0000 0.0008
H 3.869179 3.484268 8.165001 -0.0006 -0.0079 0.0052
H -3.901841 -2.932316 -1.847395 -0.0015 0.0162 0.0041
H -3.292026 -5.812472 2.828118 0.0188 0.0333 0.0017
H 3.299431 -0.479945 9.074178 -0.0036 0.0089 0.0027
H 0.248581 -1.718800 -5.383574 -0.0227 -0.0006 -0.0247

=====

Let's list maximum force in order: 0.96, 2.39 eV Å⁻¹.
Let's list relative energy (zero: lowest compared OMol25 entry of this formula, charge and spin) in order: 1.057, 1.139 eV.